The following is a DFT calculation (ωB97M-V with the def2-TZVPD basis set) of 2 unconnected molecules or ions with the total composition C2H12Si3 at a distorted geometry.

```
17
Properties=species:S:1:pos:R:3:nbo_charge:R:1
C 2.1886 -1.0857 0.9940 -1.084
C 0.2745 1.7172 1.1834 -1.043
Si -3.0240 -0.3412 -0.8520 0.462
Si 1.8705 -0.4224 -0.7646 0.630
Si -0.1355 0.7408 -0.5287 0.491
H 2.8058 -0.1881 1.4528 0.224
H 1.3877 -1.0387 1.7050 0.239
H 2.8714 -1.9209 0.8616 0.244
H -0.6284 1.9671 1.7113 0.233
H 0.8628 1.1363 1.9082 0.228
H 0.8450 2.6872 0.9307 0.240
H -2.5081 -1.6632 -1.2044 -0.144
H -4.0831 0.3450 -1.6868 -0.129
H -3.7262 -0.2698 0.5986 -0.134
H 1.9171 -1.7259 -1.4386 -0.153
H 3.1995 0.3563 -1.0913 -0.123
H -0.1574 1.6949 -1.5824 -0.182
```

The max |F| is 4.09 eV/Å. The total energy is -951.724190 a.u.